Formula: C19H28ClMnO2
Source: the OMol25 dataset
Level of theory: wB97M-V/def2-TZVPD

Summary:
* multiplicity: 6
* net charge: -1
* energy above the lowest of the compared OMol25 structures with the same formula, charge and spin: 0.0 kJ/mol
* orbital gap (alpha / beta): 5.04 / 6.27 eV
* LUMO (alpha / beta): 2.741 / 2.736 eV

CARTESIAN COORDINATES (ANGSTROEM)
O 0.21669 -0.13954 -1.40970
C -0.33137 -1.47896 -1.77112
C -1.06043 -1.01465 -3.00828
H -1.01451 -1.84521 -1.00402
H 0.43434 -2.21940 -2.04300
C -0.37128 0.32383 -2.70248
H -2.14275 -1.00038 -2.87566
H -0.71819 -1.50268 -3.93283
C -1.36039 1.45771 -2.59945
H -2.19334 1.19643 -1.94558
H -1.75180 1.63326 -3.61312
H -0.88699 2.39099 -2.26139
C 0.68754 0.60653 -3.75355
H 1.33192 -0.27040 -3.89685
H 1.28409 1.48335 -3.47991
H 0.19245 0.81818 -4.71827
Mn 1.41625 0.25792 1.11797
C 3.59699 -0.30633 1.42487
C 2.87567 -1.30850 2.12376
C 1.91524 -1.87900 1.22478
H 3.09018 -1.63577 3.14339
C 2.19432 -1.36866 -0.09476
C 3.17036 -0.32310 0.05975
H 3.59954 0.23298 -0.76369
H 4.43688 0.24997 1.84493
H 1.21944 -2.66471 1.50404
H 1.89806 -1.80987 -1.04723
C 2.17643 2.64084 2.22008
C 2.24206 2.22385 0.85620
C 0.86652 2.13550 0.35386
H 3.12977 2.26649 0.23084
C -0.00122 2.51276 1.44762
C 0.80555 2.87025 2.55558
H 0.45863 3.29144 3.50237
H 3.03657 2.86790 2.86426
H 0.57071 2.12552 -0.70007
H -1.08894 2.63487 1.35797
O -3.43476 -0.52394 0.08270
C -2.32423 0.02063 0.82699
C -1.66270 -1.08621 1.65765
H -2.69033 0.78916 1.54338
H -1.60922 0.51090 0.12960
C -2.80358 -2.08662 1.87426
H -1.28599 -0.63843 2.58985
H -0.81028 -1.53594 1.11376
C -3.82166 -1.74261 0.75869
H -3.22032 -1.93561 2.87426
H -2.45793 -3.11115 1.77731
H -4.85646 -1.64650 1.13332
H -3.82585 -2.53662 -0.00097
Cl 0.87835 0.06954 3.42790

Force components x, y, z for each atom (eV/Å):
-1.655 -1.327 -2.342
0.138 -0.229 0.538
0.324 0.258 0.265
0.400 -0.104 0.192
-0.084 0.269 0.550
-0.214 0.274 -0.730
0.083 -0.004 -0.285
-0.419 0.220 0.238
0.169 0.511 0.046
0.064 0.089 0.052
-0.009 -0.026 0.262
-0.183 -0.239 0.016
0.184 0.225 -0.018
0.016 0.262 0.127
0.080 -0.187 -0.025
0.138 -0.080 0.363
-2.155 0.436 1.672
0.745 -1.551 -0.089
0.880 -0.479 -0.865
1.686 -1.134 -0.374
-0.557 0.491 -0.373
1.332 -0.371 0.474
1.100 -2.163 -0.684
-0.116 0.047 0.152
-0.562 0.109 -0.195
0.125 0.142 -0.197
-0.073 0.577 0.698
-0.794 0.988 -0.700
-0.966 2.143 0.087
0.211 1.720 0.370
-0.237 -0.264 0.244
0.792 0.897 -0.245
0.373 0.254 -0.785
0.052 -0.564 -0.267
-0.465 -0.375 -0.300
0.258 -0.185 0.598
0.565 -0.228 0.184
0.619 -0.754 0.922
0.357 0.894 0.218
-0.017 0.303 -0.454
0.003 -0.232 -0.510
-0.580 -0.350 0.431
-0.168 0.626 -0.216
0.034 -0.452 -0.432
-0.407 0.183 0.341
-0.285 -0.220 -0.390
-0.115 -0.151 -0.172
-0.054 -0.143 0.119
0.354 0.074 -0.035
-0.086 0.095 0.075
-0.879 -0.280 1.452

=====

Formula: C52H88O26
Source: the OMol25 dataset
Level of theory: wB97M-V/def2-TZVPD

Summary:
* energy above the lowest of the compared OMol25 structures with the same formula, charge and spin: 94.0 kJ/mol
* orbital gap: 9.93 eV
* LUMO: 0.238 eV

CARTESIAN COORDINATES (ANGSTROEM)
O 0.67855 -1.59243 0.21914
C 0.08985 -0.51878 0.16464
O 0.28377 0.56696 1.00081
C 1.23919 0.57359 2.09222
C 0.59778 0.47911 3.50215
C -1.02592 -0.37610 -0.84092
H 1.81500 1.49846 2.05795
H 2.02127 -0.18064 2.00503
H -0.21403 1.20524 3.54432
H 1.32729 0.93778 4.16963
H 0.25488 -0.49151 3.86050
H -1.04848 -1.05998 -1.68939
H -1.03007 0.58727 -1.35080
H -2.02460 -0.37819 -0.40419
O -1.52313 3.28949 6.20321
C -0.41753 3.68620 5.81340
O -0.10658 4.26850 4.58307
C -1.16619 4.46627 3.65298
C -0.88465 5.66073 2.77397
C 0.83513 3.49776 6.67486
H -2.14955 4.64630 4.08739
H -1.22553 3.55318 3.06066
H -0.79381 6.54700 3.40196
H -1.66622 5.72205 2.01667
H 0.07916 5.43339 2.31846
H 1.51016 2.65176 6.54556
H 0.42189 3.49023 7.68346
H 1.47882 4.32890 6.38684
O 5.58014 -0.22626 1.09144
C 5.32966 -1.22013 0.51853
O 4.55180 -1.32671 -0.59314
C 3.90459 -0.15581 -1.05760
C 3.85646 0.02532 -2.64360
C 5.75880 -2.47596 1.05914
H 3.98883 0.79713 -0.53519
H 2.84280 -0.24862 -0.82939
H 3.85782 -0.97403 -3.07881
H 4.76854 0.51403 -2.98616
H 2.95759 0.53512 -2.99033
H 5.34243 -3.23217 0.39365
H 5.63603 -2.56759 2.13832
H 6.83650 -2.50319 0.89811
O -5.35317 1.22301 -2.60983
C -6.03484 1.66557 -3.55755
O -5.61307 1.65794 -4.83782
C -4.37952 1.01413 -5.19784
C -4.27225 -0.52404 -5.16392
C -7.37934 2.38423 -3.41735
H -3.50607 1.31237 -4.61798
H -4.07180 1.49785 -6.12489
H -3.24431 -0.82758 -5.36214
H -4.98866 -1.22452 -5.59308
H -4.34460 -0.72318 -4.09471
H -8.13184 1.76131 -3.90088
H -7.41016 3.30978 -3.99224
H -7.58518 2.66130 -2.38344
O 3.75782 0.49445 5.21488
C 4.28733 -0.45553 5.77664
O 3.73549 -1.62151 6.19481
C 2.27016 -1.81945 6.04541
C 1.36654 -0.94444 6.94776
C 5.62947 -0.27592 6.33362
H 2.13806 -2.90132 6.03081
H 1.92098 -1.66202 5.02493
H 0.33725 -0.94741 6.58907
H 1.65002 0.10596 6.88143
H 1.11943 -1.29568 7.94959
H 6.30054 0.43239 5.84776
H 6.28531 -1.14655 6.33366
H 5.45100 0.05056 7.35816
O 4.28562 -4.94288 3.07175
C 3.34261 -4.78530 2.36614
O 3.29385 -4.85490 1.07768
C 2.07411 -4.60828 0.43216
C 1.16838 -4.44197 1.60091
C 2.04263 -4.21066 2.88395
H 1.81020 -5.48343 -0.16159
H 2.04854 -3.62507 -0.03768
H 0.61469 -5.36568 1.76910
H 0.40110 -3.70279 1.37074
H 1.71465 -4.67455 3.81418
H 2.13950 -3.13143 3.00217
O 4.41149 3.61084 -0.77236
C 4.48481 3.81633 0.41590
O 3.87088 3.20112 1.46762
C 4.44142 3.66722 2.68676
C 5.62210 4.48333 2.20191
C 5.29404 4.97545 0.86932
H 4.57693 2.85171 3.39716
H 3.76014 4.40252 3.11488
H 6.54418 3.90328 2.23939
H 5.77089 5.30612 2.90117
H 6.15981 4.97026 0.20711
H 4.82236 5.95550 0.79779
O -1.19569 -0.72986 -4.21417
C -0.41051 -1.16084 -5.05409
O -0.59691 -1.09780 -6.43087
C 0.61683 -1.52414 -7.13092
C 1.81480 -1.52624 -6.15110
C 1.10547 -1.51651 -4.78892
H 0.82554 -0.80056 -7.91895
H 0.30883 -2.52217 -7.44263
H 2.32278 -0.56453 -6.07915
H 2.67143 -2.18934 -6.27194
H 1.32250 -0.68274 -4.12123
H 1.10487 -2.49212 -4.30283
O -0.18619 2.33864 -5.89193
C -0.11559 2.03136 -7.05806
O 1.01533 2.21932 -7.77631
C 0.84704 1.84744 -9.13235
C -0.55863 1.20271 -9.22650
C -1.25907 1.62988 -7.98486
H 1.60376 1.13945 -9.47034
H 0.91370 2.68891 -9.82197
H -0.61637 0.17432 -9.58312
H -0.97797 1.68863 -10.10750
H -1.90669 0.83949 -7.60545
H -1.98426 2.43650 -8.09245
O -2.40861 -5.97483 -0.27793
C -2.10273 -5.73114 -1.43956
O -3.12032 -5.54516 -2.41895
C -2.58768 -5.11293 -3.60338
C -1.24431 -4.42859 -3.22924
C -0.68519 -5.26129 -2.00827
H -3.33818 -4.39193 -3.92743
H -2.53210 -5.94126 -4.30969
H -1.33879 -3.37250 -2.97655
H -0.56610 -4.51364 -4.07831
H -0.14019 -4.63018 -1.30629
H -0.15674 -6.13359 -2.39291
O -2.01006 3.97898 -3.97080
C -1.31421 3.60113 -3.04664
O 0.11066 3.39937 -3.06581
C 0.66714 3.10716 -1.80340
C -0.46456 3.40507 -0.76284
C -1.73896 3.44265 -1.60543
H 1.51263 3.77721 -1.64756
H 0.85610 2.05485 -1.59117
H -0.31799 4.34790 -0.23589
H -0.48400 2.58877 -0.04077
H -2.12498 4.45508 -1.48681
H -2.57527 2.75893 -1.45971
O -5.53730 1.95214 6.45363
C -4.92581 1.41289 5.59357
O -5.11569 1.63468 4.23220
C -4.22370 0.81459 3.48682
C -3.76323 -0.26621 4.50977
C -3.83072 0.40456 5.84290
H -3.34683 1.42397 3.26802
H -4.71143 0.42471 2.59340
H -2.74310 -0.62895 4.38383
H -4.54366 -1.02706 4.52096
H -2.96932 0.99673 6.15179
H -4.16480 -0.26824 6.63274
O -1.62873 -3.08471 3.50015
C -2.60266 -3.18000 2.74998
O -2.75203 -2.36299 1.77929
C -4.01899 -2.39507 1.16708
C -4.68341 -3.67179 1.51654
C -3.76262 -4.14162 2.64324
H -3.84444 -2.45980 0.09310
H -4.52226 -1.46379 1.42698
H -4.64210 -4.39077 0.69833
H -5.74569 -3.64416 1.75924
H -3.38217 -5.14240 2.43882
H -4.29782 -4.19868 3.59107

Force components x, y, z for each atom (eV/Å):
-0.020 1.785 0.526
0.296 -1.518 0.610
-0.236 -1.061 -0.986
0.344 -0.716 1.004
0.075 1.125 -0.875
-0.638 1.496 -0.579
-0.485 0.286 -0.412
-0.339 -0.426 -0.457
-0.440 -0.169 -0.074
0.254 -0.524 0.248
0.120 -0.019 -0.312
0.572 -0.464 0.542
0.337 0.346 0.174
0.126 -0.251 0.530
2.266 1.422 -1.668
-0.837 -1.895 -0.139
-0.730 -0.398 2.151
-1.034 -0.098 -0.502
0.915 -0.816 0.320
-0.520 1.010 -0.608
0.191 -0.415 0.728
-0.127 -0.054 -0.142
-0.165 0.145 -0.301
0.104 0.283 0.060
0.049 0.519 -0.395
-0.731 -0.509 -0.491
0.614 0.287 0.104
0.031 0.351 0.775
0.298 3.292 0.659
-1.297 -0.222 -0.302
0.567 0.505 -0.080
-2.940 1.213 -1.750
1.346 -0.864 1.569
1.079 -2.164 -0.992
1.709 -0.154 0.091
-0.322 -0.940 0.170
-0.088 -0.106 -0.053
-0.188 0.212 -0.169
0.164 0.245 0.345
-0.054 -0.664 0.863
-0.513 -0.131 -0.306
0.208 -0.107 0.032
-1.898 0.919 -2.411
1.961 -0.114 2.028
-0.299 -0.557 0.389
1.441 -0.230 -0.743
-0.325 0.205 1.476
0.592 -0.092 -0.408
-0.502 0.363 0.946
-0.731 -0.365 -0.535
-0.138 0.228 -0.478
-0.166 0.639 -0.694
-0.070 -0.263 0.235
-0.215 -0.125 0.446
0.416 -0.027 -0.135
-0.066 -0.558 -0.090
-0.526 -1.686 0.141
-0.908 1.323 -0.133
-1.316 0.742 -0.594
-0.190 0.215 -0.650
-0.394 -0.593 -0.258
2.221 -0.500 0.431
0.103 -0.006 1.186
0.689 0.842 -0.294
0.015 -0.143 -0.896
0.287 -0.151 0.368
1.152 0.077 0.356
-0.858 0.530 -0.259
-0.584 -0.522 0.389
0.270 -0.063 0.143
1.636 -0.909 -0.016
-1.634 2.084 2.492
2.999 -1.221 -2.796
-0.549 0.597 1.306
-2.633 -0.715 1.842
-1.067 0.083 -2.069
0.189 0.404 -0.380
0.708 -0.347 -0.835
-0.116 -0.179 0.002
0.157 0.204 0.461
-0.119 0.046 -0.296
0.370 0.013 0.317
-1.143 -1.550 0.936
-0.746 1.333 -1.802
-0.111 -0.912 -1.654
-0.405 1.192 -0.178
1.806 0.578 3.461
0.886 -0.406 -0.733
0.302 -0.033 -0.328
-0.494 -0.277 0.223
-0.008 -0.124 -0.287
0.213 -0.027 0.215
-0.040 0.333 0.059
-0.388 -0.268 0.103
1.335 -1.610 -2.230
0.661 1.752 0.247
0.433 0.133 1.585
0.007 -0.255 0.461
-0.576 1.602 1.517
-2.053 -0.677 0.065
-0.443 -0.409 -0.244
0.706 0.045 -0.666
-0.147 0.379 -1.007
-0.738 -0.701 -0.176
0.747 -0.460 0.133
0.202 0.174 0.436
0.315 -0.877 -1.232
-1.199 1.325 1.451
0.545 -0.237 -0.068
-0.471 -1.119 -0.627
0.018 1.180 -2.586
-0.523 -0.968 0.681
0.320 0.016 0.451
0.053 0.374 0.482
0.376 -0.335 0.990
-0.440 0.170 0.005
0.471 -0.144 0.537
0.508 0.491 -0.157
0.776 0.150 -2.811
-0.863 1.057 1.893
1.180 -1.742 3.710
0.436 1.655 -0.651
0.819 -0.992 -0.376
-3.043 0.182 -1.267
0.329 0.127 -0.722
0.361 0.055 -0.166
-0.294 -0.097 0.033
0.112 0.209 -0.019
-0.108 -0.480 0.092
0.238 0.077 0.363
2.029 -1.054 1.511
0.832 -0.031 -0.600
-1.908 0.204 -1.519
-1.583 0.777 1.519
-0.004 -0.743 -0.090
-0.022 1.633 -0.156
0.208 -0.500 -0.097
0.724 -0.128 -0.982
0.016 -0.053 -0.058
0.010 0.233 0.159
-0.700 -0.061 0.350
0.357 -0.223 0.032
-0.798 0.748 -0.087
0.168 -0.021 -0.103
-0.421 -0.082 1.144
1.269 -0.302 1.249
0.280 -0.165 -0.676
-1.007 0.677 -0.177
-0.030 0.076 -0.614
0.045 0.169 0.140
-0.327 -0.479 -0.738
0.399 -0.542 -0.188
0.264 -0.235 -0.063
0.253 0.224 0.096
-1.927 -0.778 -0.940
1.618 -1.236 2.293
0.757 2.816 -1.952
-0.254 0.905 -2.040
-0.060 -1.426 0.668
-0.612 -1.484 1.429
0.091 0.806 -0.078
-0.213 -0.173 -0.050
0.263 0.142 -0.112
0.171 0.446 0.399
0.146 0.015 0.135
0.179 -0.031 0.167

=====

Formula: C4H6ClNOS
Source: the OMol25 dataset
Level of theory: wB97M-V/def2-TZVPD

Summary:
* SMILES: S=CNO[C@H]1C[C@H]1Cl
* energy above the lowest of the compared OMol25 structures with the same formula, charge and spin: 348.4 kJ/mol
* orbital gap: 9.38 eV
* LUMO: 0.685 eV

CARTESIAN COORDINATES (ANGSTROEM)
C -1.94249 0.52740 0.39402
C -1.50488 -0.86089 0.79530
C -0.78287 -0.12686 -0.23350
C 2.15100 -1.09185 -0.56359
H -2.87096 0.64669 -0.14175
H -0.98934 -0.95240 1.80373
H -2.15039 -1.69996 0.48124
H -0.77374 -0.40946 -1.34414
H 1.65827 -0.44968 1.37417
H 2.95115 -1.66061 -0.00022
N 1.42754 -0.44597 0.38383
O 0.46942 0.48246 0.08299
S 1.91353 -1.13473 -2.15965
Cl -1.74789 1.83861 1.56925

Force components x, y, z for each atom (eV/Å):
-0.640 0.132 0.779
-0.276 -0.973 1.705
1.610 0.587 -2.902
0.340 -0.262 2.023
0.109 -0.037 -0.167
-0.853 0.071 -1.427
0.543 0.480 0.356
-0.378 0.281 1.808
0.134 -0.069 -0.480
-0.682 0.452 -0.861
0.426 -0.290 -0.167
-0.446 -0.159 0.001
0.011 0.058 -0.337
0.104 -0.270 -0.329